The following is a quantum chemistry calculation of 2 unconnected molecules or ions with the total composition C29H53BF5IN5O4 in a non-equilibrium geometry, from the Open Molecules 2025 dataset.

Geometry as XYZ:
```
98
Properties=species:S:1:pos:R:3:forces:R:3:lowdin_charge:R:1
C -0.782 -3.037 2.967 0.25 0.38 -0.22 -0.08
C -0.268 -2.572 1.592 -0.15 -0.55 0.62 -0.23
C -0.029 -1.062 1.636 -0.08 0.27 0.35 -0.09
C -0.083 -0.297 0.301 -0.26 -1.88 0.17 -0.30
N -0.060 -1.219 -0.851 0.21 1.43 -0.84 0.16
C 1.017 -1.663 -1.371 -0.09 -0.35 0.42 -0.34
C 2.271 -2.015 -0.621 0.01 0.37 -0.27 -0.01
C 1.027 -1.945 -2.853 -0.56 -0.38 0.24 -0.01
N 1.051 0.640 0.062 -0.27 1.29 0.12 0.18
B 1.861 1.134 1.266 0.89 -0.37 0.01 -0.55
O 1.317 2.067 2.102 -0.86 -0.61 -0.26 0.14
C 3.315 0.604 1.536 -0.11 0.08 0.06 -0.13
C 3.419 -0.248 2.828 -0.30 0.39 0.08 -0.07
C 0.611 1.437 -0.954 -0.11 -0.10 0.31 -0.21
N 1.473 1.999 -1.833 -0.07 0.58 -0.10 0.15
C 2.907 1.674 -1.733 -0.19 -0.44 0.54 -0.05
C 3.765 2.611 -0.888 0.41 0.32 -0.24 -0.41
C 3.177 3.741 -0.068 -0.06 -0.52 0.05 -0.01
N 5.001 2.354 -0.956 -0.19 0.00 -0.09 0.17
C 1.022 2.862 -2.911 0.46 -0.53 0.06 -0.41
F 0.472 2.117 -3.884 -0.20 0.08 -0.08 0.16
F 0.127 3.749 -2.452 -0.05 0.13 0.07 0.14
C 2.126 3.694 -3.647 -0.65 0.28 -0.35 -0.56
F 1.469 4.519 -4.456 -0.03 0.08 -0.05 0.20
F 2.852 4.425 -2.818 0.24 -0.10 0.15 0.20
F 2.898 2.925 -4.400 0.30 -0.14 0.14 0.20
N -0.721 1.561 -0.930 0.00 -1.41 -1.03 -0.09
O -1.422 1.721 -2.108 0.15 0.37 0.05 0.04
C -1.354 0.604 0.071 0.55 1.22 0.19 -0.26
C -2.509 -0.125 -0.590 -0.45 -0.32 0.47 -0.11
C -3.111 -1.288 0.239 -0.43 0.27 -0.31 -0.17
C -4.648 -1.291 0.252 0.13 -0.69 0.01 -0.18
C -5.281 -1.333 -1.150 0.52 0.31 -0.17 -0.15
C -5.974 -0.047 -1.594 -0.47 -0.26 -0.20 -0.22
O -6.808 0.469 -0.573 0.26 0.03 0.16 -0.15
C -6.491 1.781 -0.149 -0.02 0.18 -0.03 -0.29
C -6.994 2.004 1.263 -0.14 0.23 -0.12 -0.06
C -1.744 1.517 1.323 -0.58 -0.89 -0.24 -0.54
I -1.543 3.638 0.931 0.08 -0.04 0.05 1.04
C -3.166 1.344 1.907 0.16 0.22 0.73 -0.31
C -3.268 0.404 3.128 -0.24 -0.07 -0.22 -0.07
H -0.640 -4.106 3.107 -0.17 -0.04 -0.02 0.08
H -1.836 -2.776 3.073 -0.02 -0.11 0.13 0.07
H -0.226 -2.523 3.755 -0.04 -0.09 0.10 0.08
H 0.653 -3.122 1.402 0.06 0.21 -0.28 0.10
H -0.999 -2.869 0.845 0.12 0.15 -0.19 0.09
H 0.924 -0.922 2.159 0.08 0.13 -0.19 0.11
H -0.772 -0.648 2.322 -0.02 0.04 -0.05 0.09
H 2.456 -1.379 0.239 -0.03 -0.10 0.04 0.05
H 3.139 -1.993 -1.273 0.10 -0.04 0.12 0.07
H 2.151 -3.036 -0.252 0.06 -0.05 -0.09 0.10
H 0.724 -2.978 -3.045 0.20 -0.04 -0.10 0.09
H 2.015 -1.771 -3.273 0.04 -0.10 0.01 0.08
H 0.298 -1.301 -3.341 0.00 -0.01 -0.03 0.08
H 1.142 1.752 2.996 0.43 0.40 0.20 0.13
H 3.912 1.505 1.707 0.00 0.01 -0.02 0.10
H 3.765 0.101 0.683 0.10 -0.12 0.11 0.08
H 3.357 -1.317 2.630 0.11 -0.01 -0.04 0.08
H 2.610 0.008 3.520 0.02 -0.10 0.06 0.07
H 4.334 -0.011 3.365 0.13 -0.28 -0.09 0.08
H 2.951 0.697 -1.250 0.01 -0.03 -0.08 0.12
H 3.334 1.533 -2.720 0.01 0.18 -0.03 0.14
H 3.460 4.685 -0.525 -0.06 0.10 0.09 0.09
H 3.594 3.681 0.937 0.01 0.17 0.00 0.09
H 2.091 3.697 0.026 -0.03 0.12 -0.06 0.07
H 5.549 2.996 -0.384 0.03 -0.05 0.04 0.08
H -1.735 2.641 -2.099 -0.07 -0.02 0.12 0.11
H -3.317 0.578 -0.789 0.20 0.19 -0.17 0.11
H -2.151 -0.559 -1.515 -0.04 0.34 -0.17 0.11
H -2.761 -1.293 1.269 0.17 -0.13 -0.03 0.08
H -2.835 -2.228 -0.241 0.34 0.00 0.20 0.12
H -5.059 -0.490 0.866 -0.09 0.08 -0.13 0.09
H -4.925 -2.225 0.749 -0.10 0.13 0.19 0.12
H -5.953 -2.184 -1.249 -0.17 0.12 0.16 0.11
H -4.484 -1.511 -1.883 -0.07 -0.12 -0.05 0.11
H -5.253 0.702 -1.939 0.05 0.06 0.19 0.11
H -6.608 -0.280 -2.455 0.06 0.06 -0.06 0.12
H -6.942 2.508 -0.837 0.01 0.04 0.03 0.12
H -5.407 1.962 -0.188 0.04 -0.21 -0.03 0.09
H -6.486 2.863 1.706 0.01 -0.02 0.02 0.08
H -8.059 2.233 1.261 -0.04 -0.17 0.08 0.08
H -6.821 1.125 1.884 0.04 -0.01 -0.01 0.08
H -1.056 1.266 2.124 0.20 0.53 -0.03 0.05
H -3.455 2.317 2.297 -0.07 0.04 -0.16 0.05
H -3.907 1.106 1.152 0.10 -0.04 -0.09 0.07
H -2.296 0.206 3.580 0.00 -0.01 0.04 0.07
H -3.744 -0.547 2.892 0.11 -0.07 0.00 0.06
H -3.890 0.871 3.892 0.04 -0.01 0.03 0.08
C 6.043 -3.399 -1.882 -0.16 0.16 0.05 -0.02
C 5.846 -3.432 -0.386 0.08 -0.04 0.01 -0.49
O 5.122 -2.641 0.178 -0.03 0.04 0.01 0.05
C 6.596 -4.497 0.372 -0.12 0.10 0.16 -0.02
H 5.456 -2.589 -2.312 0.01 0.01 0.00 0.07
H 7.095 -3.237 -2.118 0.02 -0.11 -0.02 0.09
H 5.728 -4.346 -2.323 0.11 -0.04 -0.01 0.09
H 7.670 -4.377 0.221 0.00 -0.08 -0.08 0.09
H 6.303 -5.486 0.018 0.10 -0.01 -0.07 0.09
H 6.373 -4.415 1.433 0.00 0.00 0.00 0.08
```
Forces are in eV/Å.

total charge = +1
highest occupied orbital energy = -11.51 eV
E_tot = -2533.16653 a.u.
HOMO-LUMO gap = 8.9 eV
maximum force = 1.90 eV Å⁻¹